#one
Entry from the Open Molecules 2025 dataset: an isolated ion of composition C2H2NO3 and charge -1 (ωB97M-V/def2-TZVPD).

Last columns: bonded neighbours and bond lengths (Å).
Geometry (Å):
1 O -2.111 0.789 0.099  C2 1.210
2 C -1.208 -0.011 0.011  O1 1.210, O3 1.245, C4 1.557
3 O -1.170 -1.255 0.040  C2 1.245
4 C 0.236 0.533 -0.191  C2 1.557, N5 1.221, H7 1.133
5 N 1.089 -0.301 0.070  C4 1.221, O6 1.252, H8 1.123
6 O 2.331 -0.148 0.076  N5 1.252
7 H 0.304 1.651 -0.356  C4 1.133
8 H 0.528 -1.257 0.251  N5 1.123

Summary:
E_LUMO = 4.5 eV
Total charge = -1
Frontier orbital gap = 0.32908 Eh
SMILES string = O=C([O-])/C=[NH+]/[O-]

#two
Entry from the Open Molecules 2025 dataset: a 2-piece molecular cluster, C2H2NO3 overall (ωB97M-V/def2-TZVPD).

Last columns: bonded neighbours and bond lengths (Å).
Geometry (Å):
1 C -0.622 0.130 0.033  H7 1.140, H8 1.046
2 C 0.964 1.850 -2.454  N3 1.501, O4 1.231, O6 1.221
3 N 0.896 0.429 -1.976  C2 1.501, O5 1.228
4 O 1.705 2.735 -2.027  C2 1.231
5 O 1.687 -0.404 -2.411  N3 1.228
6 O 0.079 1.764 -3.290  C2 1.221
7 H -0.381 -0.699 0.778  C1 1.140
8 H 0.094 0.889 -0.036  C1 1.046

Summary:
E_LUMO (alpha / beta) = 3.4 / 3.4 eV
Total charge = -1
Frontier orbital gap (alpha / beta) = 0.27447 / 0.27954 Eh

Least stable structure: #two